DFT (wB97M-V/def2-TZVPD) results for a structure of composition C31H41GeN2PPbSSeSi.

```
80
Properties=species:S:1:pos:R:3:forces:R:3
Pb -0.257 -2.176 -1.002 0.18 -0.01 -0.35
C 1.911 -0.447 4.277 -0.07 0.06 0.05
Si 2.847 -1.972 3.758 -0.02 0.02 -0.11
C 4.590 -1.916 4.399 0.11 0.01 -0.02
C 1.995 -3.523 4.325 -0.05 -0.07 0.03
C 2.967 -2.005 1.847 -0.02 -0.03 -0.05
C 4.204 -1.986 1.210 0.03 -0.03 -0.01
C 4.331 -2.058 -0.177 0.02 -0.01 0.01
C 3.188 -2.150 -0.929 -0.04 -0.03 -0.04
N 1.980 -2.149 -0.349 0.05 0.09 0.07
C 1.860 -2.077 0.990 -0.11 0.02 0.17
S 0.181 -2.039 1.557 0.08 0.00 0.02
H 2.005 -0.306 5.356 0.00 -0.01 0.02
H 0.849 -0.529 4.046 -0.01 0.02 -0.02
H 2.294 0.455 3.798 0.02 0.02 -0.01
H 4.579 -1.909 5.490 -0.03 -0.01 0.03
H 5.126 -1.019 4.080 0.02 0.01 -0.01
H 5.167 -2.789 4.089 0.02 -0.01 0.01
H 2.105 -3.629 5.406 0.00 0.00 0.02
H 2.431 -4.410 3.861 0.01 -0.02 0.00
H 0.929 -3.511 4.100 -0.02 -0.01 -0.02
H 5.106 -1.926 1.806 0.02 0.01 0.02
H 5.299 -2.057 -0.655 0.02 0.00 0.00
H 3.206 -2.226 -2.010 -0.01 0.01 0.02
C -7.504 0.391 1.476 -0.12 0.00 -0.03
Ge -5.587 0.211 1.524 0.08 -0.06 -0.03
C -4.561 1.689 0.811 0.06 0.07 -0.06
C -4.848 -0.472 3.178 0.04 -0.07 0.07
C -5.280 -1.295 0.081 -0.13 -0.04 -0.13
Se -3.494 -1.776 0.072 0.07 -0.02 0.14
C -3.501 -3.285 1.276 0.00 0.00 0.02
H -7.807 1.164 2.183 -0.01 0.01 0.01
H -7.986 -0.543 1.759 -0.02 0.00 0.01
H -7.839 0.681 0.481 -0.02 0.01 0.00
H -4.653 2.551 1.472 -0.01 0.01 0.00
H -4.916 1.976 -0.178 -0.01 0.01 -0.01
H -3.505 1.423 0.746 0.02 0.02 0.01
H -4.994 0.267 3.966 -0.02 0.02 0.00
H -3.775 -0.647 3.086 0.01 0.00 0.02
H -5.340 -1.391 3.494 -0.01 0.00 0.01
H -5.523 -0.821 -0.869 -0.05 0.05 0.04
H -5.924 -2.145 0.300 -0.03 0.04 0.06
H -4.315 -3.155 1.984 0.01 -0.01 0.02
H -2.538 -3.313 1.782 0.00 -0.02 -0.01
H -3.648 -4.186 0.682 -0.01 0.00 0.01
N -0.332 0.102 -1.026 0.10 0.30 -0.28
P 0.554 1.119 -1.986 -0.27 -0.43 0.29
C 1.764 1.917 -0.952 0.07 0.13 0.03
C 2.424 3.038 -1.461 -0.01 0.00 0.04
C 3.413 3.648 -0.709 0.01 0.01 0.02
C 3.737 3.145 0.545 0.01 0.01 -0.01
C 3.070 2.040 1.054 -0.01 -0.01 0.00
C 2.076 1.421 0.310 0.00 -0.08 0.02
C -0.551 2.326 -2.698 -0.15 0.07 -0.04
C -0.511 2.663 -4.049 0.07 0.00 -0.02
C -1.364 3.641 -4.540 0.00 0.00 -0.01
C -2.252 4.278 -3.687 -0.01 0.00 0.02
C -2.291 3.947 -2.336 -0.01 0.01 -0.04
C -1.446 2.972 -1.841 0.04 -0.01 0.04
C 1.396 0.251 -3.311 0.15 -0.15 0.00
C 2.786 0.238 -3.405 -0.02 0.08 -0.06
C 3.410 -0.548 -4.366 -0.01 0.02 0.01
C 2.653 -1.336 -5.217 -0.02 -0.02 0.00
C 1.264 -1.329 -5.129 0.04 -0.02 -0.04
C 0.637 -0.538 -4.183 -0.05 0.07 0.00
H 2.166 3.435 -2.436 -0.02 0.00 -0.01
H 3.926 4.517 -1.095 0.01 0.01 -0.01
H 4.508 3.625 1.132 0.01 0.01 0.01
H 3.323 1.662 2.036 -0.01 -0.01 0.02
H 1.540 0.570 0.717 0.01 0.04 -0.03
H 0.188 2.177 -4.717 0.00 -0.02 -0.01
H -1.331 3.909 -5.587 0.00 -0.01 -0.01
H -2.914 5.041 -4.073 0.00 0.01 0.00
H -2.974 4.460 -1.673 -0.01 0.00 0.01
H -1.465 2.718 -0.788 0.00 -0.03 0.01
H 3.383 0.848 -2.740 0.02 -0.01 0.03
H 4.488 -0.539 -4.450 0.02 -0.01 0.01
H 3.142 -1.955 -5.957 0.00 0.01 -0.03
H 0.675 -1.927 -5.812 -0.01 -0.01 0.01
H -0.447 -0.509 -4.145 -0.01 -0.02 0.04
```
Positions in Å, forces in eV/Å.

Calculated values
net charge	+2
energy	-190890.472	eV
LUMO energy (spin up / spin down)	-6.89 / -8.59	eV